# C41H71BrN3O28P2S

A 8-piece molecular cluster, C41H71BrN3O28P2S overall (ωB97M-V/def2-TZVPD, OMol25).

Each line ends with the Löwdin charge.
Positions of all 147 atoms, in Å:
C  5.4274  1.3368  0.2067  -0.13
C  4.1405  2.1722  -0.1377  -0.24
C  4.0467  2.5434  -1.6817  -0.22
C  2.7562  1.9820  -2.3783  -0.22
C  1.4213  2.7107  -1.9643  -0.20
C  0.1978  1.7234  -2.2483  -0.22
C  -0.2865  1.0146  -0.9277  -0.16
C  -0.1794  -0.5870  -0.9839  -0.19
N  -1.4491  -1.2987  -0.8245  -0.09
C  -1.8305  -1.3307  0.5553  -0.26
O  -3.2425  -1.1920  0.7331  -0.19
C  -3.5643  -0.8278  2.0619  -0.11
C  -1.6921  -2.5119  -1.6245  -0.51
N  -0.5649  -3.0549  -2.3616  -0.07
C  0.4726  -3.7150  -1.5595  -0.23
C  1.8295  -3.9112  -2.3680  -0.16
C  2.2250  -2.6810  -3.2712  -0.24
C  3.5810  -1.9788  -2.8423  -0.10
P  -2.5281  -3.9700  -0.7172  0.95
O  -4.1563  -3.7806  -0.4468  -0.26
O  -1.6676  -4.6645  0.5428  -0.30
C  -2.7531  -2.0119  -2.7955  -0.65
Br  -1.6472  -0.9543  -4.0728  0.83
C  -3.4157  -3.2006  -3.6138  -0.25
C  -3.2337  -3.1752  -5.1917  -0.20
O  -3.7485  -1.3401  -2.0713  -0.20
C  -4.4566  -0.2276  -2.5641  -0.78
S  -5.2048  -0.2978  -4.2381  0.76
C  -5.7570  -0.0764  -1.5857  -0.76
O  -6.5259  0.8531  -1.9086  -0.11
O  -5.9186  -0.8239  -0.5741  -0.05
P  -3.5861  1.4647  -2.2945  0.89
N  -4.4325  2.5236  -3.3907  -0.19
O  -3.9560  1.8371  -0.6822  -0.32
H  5.6075  0.4693  -0.4770  0.07
H  6.3541  1.9747  0.2180  0.04
H  5.3551  0.9093  1.2476  0.07
H  3.2496  1.5796  0.1941  0.10
H  4.2177  3.1304  0.4460  0.11
H  4.1937  3.6429  -1.8353  0.10
H  4.9235  2.0501  -2.1960  0.10
H  2.8827  2.0616  -3.4885  0.11
H  2.6502  0.9137  -2.0538  0.09
H  1.5164  2.9629  -0.8756  0.10
H  1.2802  3.6967  -2.4899  0.10
H  0.4618  1.0301  -3.0809  0.07
H  -0.6306  2.3919  -2.6068  0.07
H  -1.2826  1.3578  -0.5581  0.08
H  0.4483  1.3203  -0.1251  0.09
H  0.5071  -0.9031  -0.1349  0.11
H  0.3958  -0.7779  -1.9154  0.07
H  -1.4046  -0.4033  1.0521  0.13
H  -1.3925  -2.1697  1.1849  0.13
H  -3.1913  0.2002  2.3446  0.09
H  -3.2064  -1.5611  2.8330  0.09
H  -4.6862  -0.8502  2.1097  0.10
H  -0.8299  -3.7236  -3.0833  0.12
H  0.1415  -4.7650  -1.2966  0.10
H  0.6864  -3.1940  -0.5874  0.11
H  2.6873  -4.1673  -1.6981  0.10
H  1.6514  -4.7996  -3.0374  0.10
H  1.4503  -1.8829  -3.3497  0.07
H  2.3728  -3.0786  -4.3230  0.08
H  4.0235  -1.5410  -3.7731  0.05
H  3.3085  -1.0979  -2.1997  0.05
H  4.3054  -2.6685  -2.3462  0.07
H  -4.6766  -4.2782  -1.0994  0.02
H  -0.8367  -4.2252  0.7909  0.03
H  -4.5220  -3.1616  -3.4212  0.11
H  -3.0869  -4.2300  -3.3395  0.07
H  -3.6664  -2.2828  -5.6879  0.02
H  -2.1887  -3.4220  -5.5118  0.05
H  -3.8514  -4.0526  -5.5538  0.07
H  -4.2604  0.2331  -5.0748  -0.14
H  -5.2490  2.9045  -2.9012  0.04
H  -3.8038  3.2518  -3.7240  0.01
H  -3.6211  1.0642  -0.1763  0.02
C  -6.7545  2.5308  3.3787  -0.11
C  -7.4054  1.1971  3.1595  -0.11
O  -6.8738  0.4003  4.2191  0.07
C  -6.4928  1.2472  5.2054  -0.55
O  -6.1605  0.9059  6.2995  0.15
O  -6.5378  2.5436  4.7921  0.02
H  -7.3885  3.3620  3.0736  0.14
H  -5.7909  2.6162  2.8714  0.14
H  -8.4927  1.2388  3.2623  0.13
H  -7.1571  0.7681  2.1880  0.14
C  7.0378  -2.4224  -6.6594  -0.13
C  6.2373  -2.0508  -7.8779  -0.13
O  4.9447  -2.5645  -7.5762  0.07
C  4.8491  -2.6548  -6.2207  -0.53
O  3.8444  -2.8892  -5.6321  0.15
O  6.0563  -2.4398  -5.6285  0.06
H  7.8216  -1.6993  -6.4367  0.13
H  7.4845  -3.4170  -6.7387  0.13
H  6.1644  -0.9691  -8.0173  0.13
H  6.6303  -2.4991  -8.7897  0.13
C  10.1137  2.2892  2.8056  -0.14
C  9.0327  1.2551  2.9396  -0.12
O  7.8979  1.9103  2.3736  0.06
C  8.3623  2.8657  1.5276  -0.56
O  7.6822  3.4831  0.7673  0.14
O  9.7050  3.0277  1.6576  0.05
H  11.0969  1.8482  2.6528  0.12
H  10.1568  2.9665  3.6631  0.13
H  9.2440  0.3530  2.3628  0.13
H  8.8457  0.9768  3.9763  0.13
C  -6.5051  4.0405  7.7689  -0.12
C  -5.4406  4.6350  6.8946  -0.12
O  -5.4953  6.0254  7.2193  0.06
C  -6.0330  6.1270  8.4634  -0.57
O  -6.0660  7.1333  9.1018  0.15
O  -6.5250  4.9323  8.8869  0.06
H  -6.2698  3.0252  8.0830  0.13
H  -7.4890  4.0446  7.2937  0.14
H  -4.4443  4.2567  7.1334  0.12
H  -5.6345  4.4753  5.8377  0.12
C  -8.1526  -6.2663  -0.6391  -0.12
C  -7.8081  -7.7278  -0.5403  -0.13
O  -6.8187  -7.8896  -1.5523  0.06
C  -6.2545  -6.6674  -1.7635  -0.55
O  -5.2836  -6.4772  -2.4217  0.16
O  -6.9452  -5.6902  -1.1216  0.07
H  -8.4316  -5.8352  0.3213  0.14
H  -8.9503  -6.0712  -1.3605  0.13
H  -7.3711  -7.9904  0.4266  0.13
H  -8.6653  -8.3737  -0.7281  0.13
C  -2.2745  4.9281  8.6170  -0.14
C  -1.0346  4.9783  9.4663  -0.13
O  -0.4929  3.6696  9.3146  0.06
C  -0.9639  3.1680  8.1392  -0.55
O  -0.5756  2.1664  7.6336  0.17
O  -1.9376  3.9670  7.6203  0.05
H  -2.5110  5.8904  8.1637  0.14
H  -3.1478  4.5723  9.1710  0.13
H  -0.3062  5.7068  9.1012  0.13
H  -1.2526  5.1899  10.5124  0.13
C  11.2091  1.5116  -2.7754  -0.13
C  9.8563  2.0115  -2.3468  -0.12
O  9.6542  1.3437  -1.1059  0.07
C  10.8757  1.0222  -0.6132  -0.54
O  11.0625  0.6067  0.4875  0.16
O  11.8524  1.2369  -1.5329  0.07
H  11.7676  2.2518  -3.3468  0.13
H  11.1503  0.5866  -3.3547  0.13
H  9.8424  3.0902  -2.1739  0.14
H  9.0711  1.7577  -3.0575  0.14

Force components x, y, z for each atom (eV/Å):
C 0.2856 -0.0172 0.5143
C 0.7320 0.1355 -0.3073
C 0.3883 -0.7669 0.0060
C 0.0128 0.9470 0.4939
C 0.3492 -0.6863 -0.1635
C -0.4326 1.8653 0.6435
C 1.0805 -0.7790 0.4507
C 1.0447 1.3483 0.6108
N 1.2475 -0.5822 -0.3227
C 0.1455 1.6572 1.3458
O 0.9827 -0.2375 0.2131
C -1.0260 -0.1768 0.4939
C -1.1589 1.7435 -0.3198
N 0.8611 -0.1448 1.4929
C 1.0926 -1.2759 0.4016
C -0.9417 0.5323 -0.4844
C 0.9814 -0.4652 -0.6469
C -1.0834 0.5648 -0.5038
P -1.1739 -3.8751 -3.7510
O 1.0152 1.0226 1.4457
O -0.2191 1.4758 0.6620
C -0.6152 -1.7930 1.0468
Br -0.1705 0.5486 0.3719
C -0.4238 0.0712 -1.6475
C -0.7783 -1.3882 0.2416
O 1.1624 0.3549 -1.2593
C -1.9479 0.9651 0.7453
S 0.2387 -0.4000 -0.1467
C -1.6022 -0.5875 1.6371
O 0.6275 0.1977 -0.5099
O 1.1899 0.6328 -1.7088
P 1.5120 -0.3201 -0.8604
N -0.0444 -0.2416 1.9179
O -0.0568 -0.4471 -0.7756
H -0.3761 0.6824 0.3456
H -1.1972 -0.6726 -0.2895
H -0.0293 0.4125 -0.9452
H 0.5405 0.6892 -0.3320
H -0.3767 -0.9892 -0.3279
H -0.3786 -0.8193 0.0979
H -0.7210 0.4944 0.4867
H -0.1653 -0.4006 0.8286
H 0.1478 0.7787 -0.5424
H -0.3761 -0.2602 -0.8006
H 0.3015 -0.9872 0.2791
H -0.2521 0.3657 0.7391
H 0.5130 -0.9386 0.1253
H 0.6761 -0.3121 -0.6545
H -0.7310 -0.2261 -0.6630
H -0.4437 0.3121 -0.7746
H -0.9712 -0.4999 0.5691
H 0.0024 -0.8157 -0.6536
H -0.6527 0.2345 -0.6954
H -0.1750 -0.8226 -0.3568
H -0.0017 0.4659 -0.6511
H 1.0375 0.1805 -0.1158
H -0.4840 0.4321 0.1715
H 0.2689 0.9751 0.0394
H -0.3767 -0.0415 -0.9711
H -0.8466 0.1218 -0.3074
H 0.2871 0.7680 0.5961
H 0.2908 -0.8676 0.2490
H -0.4102 0.6116 1.5969
H -0.1092 -0.4014 0.9817
H 0.6022 -0.9700 -0.1591
H -0.5441 0.6049 -0.3714
H 0.6588 -0.0528 0.1451
H -0.5055 0.1419 0.0891
H 1.0979 0.0944 -0.0077
H 0.0365 0.9873 0.4061
H 0.6271 -0.4475 0.4400
H -0.8286 0.6159 0.2871
H 0.5253 0.8003 0.2942
H -0.1221 -0.2471 0.7639
H -0.1138 -0.1391 -0.6449
H -0.1866 -0.1370 0.4045
H -0.4189 0.2723 -0.2092
C 0.1124 0.4355 -0.5359
C -0.3364 -0.3009 -0.8620
O 0.2316 0.5617 0.5299
C 0.0548 -0.4420 0.1272
O -0.0762 0.2353 -0.1088
O -0.0623 -0.3912 0.2041
H 0.0453 0.0163 0.2098
H -0.0322 -0.0623 0.0308
H 0.0481 0.0087 0.0649
H 0.0545 -0.1488 0.1146
C 0.5408 -0.0228 0.1041
C 0.1500 0.2004 -0.5247
O 0.1613 -0.0245 0.3574
C -0.5141 -0.1320 0.2035
O 0.7462 -0.0571 -0.8219
O -0.2349 -0.0055 -0.2822
H -0.1225 -0.0171 0.1696
H -0.0464 0.0179 -0.0164
H -0.0021 -0.0303 0.0473
H -0.2034 -0.0569 0.0191
C 0.6233 0.0012 0.3199
C 0.0138 -0.6107 0.3148
O 0.2430 0.4175 -0.2306
C -0.2277 0.1280 -0.2171
O 0.4192 0.0797 0.2556
O -0.3871 -0.0213 0.0060
H -0.0807 0.0952 -0.2120
H -0.0893 0.0074 -0.0369
H 0.0327 0.1126 -0.0450
H -0.2213 0.1202 -0.0757
C -0.2607 -0.6251 -0.0513
C 0.3511 -0.3271 -0.5929
O -0.2349 0.0495 0.5501
C -0.0561 0.2404 0.1473
O 0.0473 -0.1981 -0.0955
O 0.2455 0.4731 -0.1603
H -0.0399 0.1091 0.1053
H 0.0450 0.0458 0.0103
H -0.0615 -0.0284 -0.0254
H 0.0431 0.1911 0.0764
C -0.4700 0.3286 0.2551
C -0.2427 -0.4058 0.2789
O 0.0262 0.3302 -0.0318
C 0.3561 0.1769 -0.2130
O -0.1663 -0.0326 0.1178
O 0.1620 -0.4187 -0.1362
H 0.1734 0.1300 -0.0879
H 0.0483 -0.0239 -0.0053
H 0.0146 0.0515 -0.0352
H 0.1520 -0.0518 -0.1424
C -0.4638 0.4270 -0.0246
C 0.1723 0.3833 0.3981
O -0.2430 -0.0386 -0.2985
C 0.1650 -0.4712 -0.2459
O -0.0786 0.2326 0.1239
O 0.3191 -0.1136 0.2552
H -0.0136 -0.1420 -0.1441
H 0.0567 -0.0099 0.0301
H -0.0385 -0.0345 -0.0327
H 0.0994 -0.1798 -0.0142
C 0.2136 0.0318 -0.5273
C -0.4298 0.3865 -0.3695
O 0.4779 -0.2057 0.1308
C -0.1408 -0.0072 0.2571
O 0.0984 -0.0411 -0.1769
O -0.3081 -0.0374 0.2682
H 0.1206 -0.0548 0.1804
H -0.0138 0.0065 0.0606
H 0.0111 -0.0529 0.0493
H -0.0710 -0.0794 0.2164

## Properties
- Charge: -1
- LUMO: 0.0424 Eh
- HOMO: -0.156 Ha